19
Properties=species:S:1:pos:R:3:forces:R:3:lowdin_spin:R:1 method="wB97M-V/def2-TZVPD" spin_multiplicity=2 charge=-1 energy_ha=-198.7909 lumo_ev="4.058 / 4.168" homo_ev="1.46 / -7.42" s_squared=0.750
C 0.5484 0.1786 3.5824 0.4985 1.6691 0.5832 0.124
C -1.1701 0.0501 -2.9768 3.6032 -0.2684 -1.3021 0.086
C 0.9806 -0.1162 -1.5349 1.8775 -3.4794 0.6967 0.144
C -0.5056 0.0408 -1.5954 -0.5644 -0.9449 -0.7809 0.095
C 0.0025 0.0340 2.1937 -0.1792 1.5258 -1.7703 0.217
H 1.4676 -0.1806 -0.5117 -0.9873 0.6290 -0.7897 0.033
H -0.9067 -0.7929 -0.9968 -0.1080 0.2739 -0.1691 0.031
H -0.9240 -0.4833 2.0919 -1.0282 -0.5772 0.7415 0.041
H -0.2640 0.9922 1.6101 1.0353 -1.1874 0.8229 0.033
H 0.6427 -0.6369 1.6331 0.4854 0.4207 -0.6150 0.034
H 1.6548 0.4627 -2.1323 -0.0804 0.7948 -0.5092 0.018
H 1.5064 0.8326 3.6937 -1.8735 -0.6466 -0.4003 0.020
H -2.1836 0.0320 -2.9822 -3.3367 -0.8592 0.6430 0.015
H 0.9162 -0.7822 3.8365 0.1162 -1.1218 0.8016 0.020
H -0.7485 -0.8064 -3.5581 -0.5442 0.6738 0.0215 0.011
H -0.9037 0.9181 -1.2084 -0.2012 1.7471 1.5837 0.024
H 1.2333 -1.2312 -1.8554 -0.5795 1.9091 0.1866 0.027
H -0.2688 0.4939 4.2743 0.8950 -0.0894 -0.1633 0.015
H -1.0775 0.9948 -3.5638 0.9714 -0.4689 0.4193 0.010

19
Properties=species:S:1:pos:R:3:forces:R:3:lowdin_spin:R:1 method="wB97M-V/def2-TZVPD" spin_multiplicity=2 charge=-1 energy_ha=-198.8246 lumo_ev="4.223 / 4.359" homo_ev="1.57 / -7.78" s_squared=0.750
C -0.9699 -1.4018 0.5507 -0.2472 0.1146 0.1219 0.098
C -2.4601 -1.2991 0.9403 0.1583 -0.6032 -0.5544 0.121
C 1.8889 0.9606 -1.2694 -0.1605 -0.4266 -0.4737 0.140
C -0.0090 -0.9238 1.6492 -0.5186 -0.1869 -0.7954 0.101
C 1.3481 2.3200 -1.7020 0.4005 0.0901 0.6968 0.204
H 1.0717 0.3992 -0.8199 0.1586 -0.0402 0.2184 0.011
H -2.8938 -2.2968 1.0751 0.0677 0.0793 0.5070 0.013
H -3.0480 -0.9129 0.1027 0.0317 0.3757 0.1136 0.033
H 0.9971 -0.8140 1.2484 0.1744 -0.0872 0.0772 0.016
H 0.4012 2.2365 -2.2363 0.1069 0.0092 -0.1606 0.045
H 2.2659 0.3345 -2.0814 -0.1452 0.1232 -0.2993 0.024
H 2.0742 2.9168 -2.2571 -0.0549 -0.0857 -0.2630 0.024
H -0.8258 -0.7576 -0.3195 0.1431 -0.0988 -0.0503 0.031
H -0.7633 -2.4315 0.2446 0.1721 0.1334 -0.0721 0.018
H 1.1570 2.8845 -0.7829 -0.2268 0.1061 -0.0827 0.037
H -0.0002 -1.6120 2.4924 -0.0157 0.1649 0.2474 0.014
H -0.3602 0.0727 1.9131 0.2015 0.0733 0.4662 0.033
H -2.5967 -0.6826 1.8256 -0.2174 -0.0133 -0.0011 0.012
H 2.7231 1.0075 -0.5737 -0.0285 0.2721 0.3042 0.025

19
Properties=species:S:1:pos:R:3:forces:R:3:lowdin_spin:R:1 method="wB97M-V/def2-TZVPD" spin_multiplicity=2 charge=-1 energy_ha=-198.8254 lumo_ev="4.039 / 4.019" homo_ev="1.54 / -7.84" s_squared=0.750
C -0.5259 -0.7549 -1.4601 0.1943 -0.5879 0.2344 0.089
C 0.7589 -1.4575 -1.0158 -0.2037 0.0017 -0.0993 0.111
C -0.6607 1.7093 1.4751 -0.4347 0.0156 -0.2092 0.240
C -0.8972 2.2559 2.8894 -0.1373 0.1281 -0.3241 0.166
C 1.5655 -2.0708 -2.1495 0.3963 -0.3798 0.3077 0.066
H -0.3829 0.1073 -2.1091 0.2185 0.1415 0.0480 0.022
H -1.3379 1.5106 3.5509 0.2066 -0.0948 0.0926 0.022
H 0.4915 -2.2540 -0.3147 -0.1353 -0.0262 -0.0638 0.033
H 0.0156 2.6554 3.3321 -0.0185 -0.0582 0.1127 0.022
H 0.3791 1.6610 1.1495 0.0376 -0.0771 0.1472 0.048
H 1.3396 -0.7664 -0.4090 0.3041 0.1122 -0.0882 0.037
H -1.1010 0.7206 1.3330 0.1304 -0.1135 0.2117 0.033
H 2.2946 -2.8047 -1.7758 0.0537 0.2499 0.1058 0.014
H -1.1582 -1.4651 -1.9987 -0.1538 0.0349 0.0385 0.009
H -1.6224 3.0723 2.8366 0.0612 0.0757 0.1230 0.017
H -1.0248 -0.4453 -0.5452 -0.3006 0.2448 -0.1264 0.019
H 2.1229 -1.3325 -2.7276 -0.1684 0.0353 -0.1388 0.011
H -1.1785 2.3226 0.7348 0.1138 0.1390 -0.0928 0.035
H 0.9215 -2.6638 -2.7960 -0.1639 0.1589 -0.2788 0.005

19
Properties=species:S:1:pos:R:3:forces:R:3:nbo_charge:R:1 method="wB97M-V/def2-TZVPD" smiles=CCC.CC energy_ha=-198.8149 lumo_ev=1.087 homo_ev=-11.06
C 0.0566 0.8990 -2.4125 -1.6478 4.2342 1.0303 -0.591
C 0.4757 -0.2946 3.5854 -1.7631 0.7602 -0.8388 -0.610
C -0.3762 -0.2834 -1.6545 4.8470 -1.6820 -0.0564 -0.401
C 0.0594 0.9706 2.7962 -0.1333 -2.2713 -2.3790 -0.593
C -0.3622 -1.3557 -2.7151 3.1148 -0.5652 3.2443 -0.609
H 1.2277 0.0869 4.1594 2.0017 0.6551 2.2439 0.198
H -1.2192 -0.0853 -1.0939 -2.1203 -0.0677 0.8103 0.209
H 0.9106 0.8610 -3.0125 2.0222 -0.5252 -0.1493 0.207
H 0.0568 1.9098 -1.8002 0.0675 -1.9194 -1.1997 0.193
H -0.0421 1.7824 3.4517 0.1632 1.1241 0.9895 0.202
H -1.1956 -1.3933 -3.1910 -5.1296 0.5326 -4.0753 0.198
H 0.4464 -0.5817 -0.9310 -0.9486 0.4878 -0.3472 0.183
H -0.9226 0.9022 2.2594 0.9055 -0.2248 0.2713 0.196
H -0.6596 1.0037 -3.2154 -0.7827 0.5997 -0.1704 0.195
H 0.5257 -1.4635 -3.2873 0.7357 1.1879 -1.0205 0.208
H 0.8807 -1.2219 3.2194 -0.2041 -0.0676 -1.3311 0.209
H 0.8617 1.1239 2.0708 -0.3069 0.6472 -0.1497 0.202
H -0.3470 -2.3384 -2.3955 -0.1561 -2.2808 1.9511 0.207
H -0.3766 -0.5216 4.1664 -0.6650 -0.6249 1.1766 0.197